DFT (wB97M-V/def2-TZVPD) results for a structure of composition C33H29IN6O3S2Ti.

- HOMO energy (alpha / beta) (eV) = -10.507 / -10.630
- HOMO-LUMO gap (alpha / beta) (eV) = 7.39 / 7.33
- max |F| (eV/Å) = 0.4
- LUMO level (alpha / beta) (eV) = -3.11 / -3.30
- energy relative to the best compared isomer or geometry (same formula, charge and spin) (kcal/mol) = 16.6

Structure (ORCA input):
```
! RIJCOSX wB97M-V def2-TZVPD def2/J DEFGRID3
* xyz 1 2
Ti -0.2784 0.3112 -0.0264
C -4.1482 -2.2123 -0.1879
C -3.6595 -1.4809 -1.4038
N -4.1302 -1.8500 -2.5790
C -3.7758 -1.1771 -3.6816
C -2.9963 -0.0411 -3.6568
C -2.7276 0.7131 -4.9363
O -3.9108 1.1613 -5.5719
C -2.4705 0.3602 -2.4148
C -1.8856 1.6809 -2.2194
N -1.0850 1.9743 -1.2634
C -0.8118 3.3583 -1.0456
C -0.3374 4.1649 -2.0680
C -0.0960 5.5118 -1.8365
C -0.3257 6.0539 -0.5832
C -0.7882 5.2489 0.4522
C -1.0209 3.9072 0.2180
I -1.6558 2.6742 1.7815
C -2.7337 -0.4157 -1.2703
O -2.1820 -0.1479 -0.0988
H -5.1408 -2.6069 -0.3909
H -4.1788 -1.5516 0.6774
H -3.5029 -3.0571 0.0604
H -4.1730 -1.5455 -4.6198
H -2.2463 0.0477 -5.6552
H -2.0320 1.5427 -4.7644
H -4.4704 1.6018 -4.9239
H -2.2553 2.4908 -2.8504
H -0.1315 3.7234 -3.0354
H 0.2773 6.1337 -2.6387
H -0.1388 7.1032 -0.4000
H -0.9591 5.6651 1.4349
N 2.9131 3.1586 -1.4673
C 2.1470 2.1000 -1.1535
S 1.6301 1.9219 0.4930
N 1.8939 1.2537 -2.1324
N 1.1512 0.1942 -1.6955
C 1.2042 -0.8686 -2.4087
C 0.4763 -2.0258 -1.9061
C 0.4749 -3.2653 -2.5302
C -0.2142 -4.3063 -1.9342
C -0.8784 -4.0795 -0.7361
C -0.8391 -2.8112 -0.1865
N -0.1762 -1.8050 -0.7550
H 3.1940 3.8003 -0.7495
H 3.3251 3.2130 -2.3834
H 1.8120 -0.9103 -3.3061
H 1.0046 -3.4001 -3.4630
H -0.2372 -5.2824 -2.3991
H -1.4296 -4.8654 -0.2406
H -1.3657 -2.5699 0.7287
O 0.2542 -0.5648 1.7681
S 1.2996 -1.6389 2.1112
C 0.9136 -2.0614 3.7923
C -0.1305 -1.4294 4.4441
C -0.4109 -1.7959 5.7547
C 0.3428 -2.7756 6.3817
C 1.3818 -3.4056 5.7057
C 1.6722 -3.0538 4.3993
C 2.8272 -0.7787 2.3047
C 3.0228 0.1413 3.3277
C 4.1992 0.8671 3.3462
C 5.1566 0.6702 2.3560
C 4.9496 -0.2523 1.3424
C 3.7718 -0.9849 1.3103
H -0.7073 -0.6707 3.9334
H -1.2212 -1.3129 6.2834
H 0.1191 -3.0558 7.4020
H 1.9636 -4.1733 6.1969
H 2.4804 -3.5377 3.8643
H 2.2686 0.2888 4.0898
H 4.3722 1.5900 4.1317
H 6.0747 1.2419 2.3800
H 5.6997 -0.4006 0.5778
H 3.5851 -1.7012 0.5198
*
```

Atom charges from the Löwdin analysis, given in e for atoms 1 to 6: 0.76 -0.01 -0.26 0.13 -0.08 -0.14

***

DFT (wB97M-V/def2-TZVPD) results for a cluster of 3 separate species, C2H8O2 in total at a distorted geometry.

- HOMO energy (eV) = -10.141
- HOMO-LUMO gap (eV) = 11.02
- max |F| (eV/Å) = 1.8
- LUMO level (eV) = 0.88
- SMILES string = [H][H].CC=O.O
- energy relative to the best compared isomer or geometry (same formula, charge and spin) (kcal/mol) = 25.3

Structure (ORCA input):
```
! RIJCOSX wB97M-V def2-TZVPD def2/J DEFGRID3
* xyz 0 1
O 1.5571 1.9194 -0.3060
H 1.2727 1.7522 0.5900
H 0.7665 2.2061 -0.7706
H 3.3332 -1.6884 0.6161
C -0.4159 -0.6212 -0.1029
O -0.3805 0.1848 0.7849
C -1.6625 -1.3864 -0.4342
H 0.5212 -1.0496 -0.5228
H -1.8953 -1.4176 -1.5027
H -1.5556 -2.4123 -0.0869
H -2.5170 -0.9037 0.0440
H 3.0792 -1.4476 1.2804
*
```

Atom charges from the Löwdin analysis, given in e for atoms 1 to 6: -0.07 0.01 0.03 0.01 -0.32 0.03

***

DFT (wB97M-V/def2-TZVPD) results for a structure of composition C18H29N2O4OsP at a distorted geometry.

- HOMO energy (alpha / beta) (eV) = -20.567 / -22.477
- HOMO-LUMO gap (alpha / beta) (eV) = 7.02 / 4.42
- max |F| (eV/Å) = 7.2
- LUMO level (alpha / beta) (eV) = -13.55 / -18.05
- energy relative to the best compared isomer or geometry (same formula, charge and spin) (kcal/mol) = 0.0

Structure (ORCA input):
```
! RIJCOSX wB97M-V def2-TZVPD def2/J DEFGRID3
* xyz 4 5
Os 0.0045 0.0675 0.3394
C -1.9320 -0.0668 0.3923
O -3.0921 -0.1614 0.4256
C 0.0660 1.8047 1.0911
O 0.1034 2.8756 1.5546
C 1.8542 -0.3360 0.7310
O 2.9668 -0.5748 0.9829
C -1.2539 1.1356 -2.6544
P 0.2370 0.3036 -1.9116
H 0.5817 -1.1235 -3.7914
H -2.0877 0.4687 -2.3737
C 1.6843 1.2661 -2.5806
H 1.4160 1.4661 -3.6312
C -1.1680 1.2061 -4.1810
H -0.9436 0.2396 -4.6459
H -0.4159 1.9376 -4.5028
H -2.1411 1.5403 -4.5645
C -1.5348 2.5149 -2.0519
H -0.8665 3.2838 -2.4597
C 1.3232 -2.3156 -2.1614
H -1.4558 2.5205 -0.9563
H -2.5649 2.7989 -2.3125
C -1.1188 -1.9985 -2.7780
H 1.3603 -2.2543 -1.0664
H 1.0622 -3.3475 -2.4336
H 2.3306 -2.1105 -2.5393
C 0.2789 -1.3612 -2.7566
H -1.0220 -3.0674 -3.0102
H -1.7629 -1.5447 -3.5414
H -1.6217 -1.9094 -1.8044
C 2.9949 0.4754 -2.5628
H 3.2436 0.1301 -1.5501
H 3.8016 1.1420 -2.8960
H 2.9712 -0.3828 -3.2421
C 1.8661 2.6089 -1.8650
H 1.9490 2.4784 -0.7768
H 1.0472 3.3076 -2.0639
H 2.7976 3.0693 -2.2220
H -0.3858 -1.7941 -0.1931
H 0.0214 -1.8655 0.5293
N -1.8501 0.0426 7.2510
C -1.7402 0.4339 5.9444
O -2.2771 1.4523 5.5132
C -0.9561 -0.4802 5.0569
C -0.3891 -1.7113 5.4398
C 0.3608 -2.4245 4.5063
C 0.5162 -1.9042 3.2158
N -0.0721 -0.7649 2.8488
C -0.7912 -0.0614 3.7250
H -2.2864 0.7025 7.8767
H -1.2565 -0.6623 7.6558
H -0.5354 -2.1106 6.4411
H 0.8359 -3.3727 4.7330
H 1.1037 -2.4289 2.4604
H -1.2565 0.8625 3.3665
*
```

Atom charges from the Löwdin analysis, given in e for atoms 1 to 6: 1.12 -0.25 0.23 -0.27 0.24 -0.27

***

DFT (wB97M-V/def2-TZVPD) results for the molecule C6H8OS at a distorted geometry.

- HOMO energy (eV) = -8.736
- HOMO-LUMO gap (eV) = 9.42
- max |F| (eV/Å) = 4.3
- LUMO level (eV) = 0.68
- SMILES string = O=C1[C@@H]2CSC[C@H]1C2
- energy relative to the best compared isomer or geometry (same formula, charge and spin) (kcal/mol) = 48.0

Structure (ORCA input):
```
! RIJCOSX wB97M-V def2-TZVPD def2/J DEFGRID3
* xyz 0 1
C -1.0195 -0.0579 -0.7876
C -0.4061 1.1005 -0.1174
C 1.0826 1.2131 -0.6659
C 0.5738 -1.5341 -0.0251
C -0.7959 -0.9042 0.4650
C -0.5660 0.3682 1.2608
H -0.7096 2.1176 -0.2886
H 1.2397 1.5469 -1.6420
H 1.4748 2.0113 0.0090
H 1.1046 -2.1077 0.7452
H 0.5056 -2.2724 -0.8556
H -1.6778 -1.6683 0.5274
H 0.2680 0.1799 1.9745
H -1.5628 0.7550 1.8158
O -1.4376 -0.3961 -1.9129
S 1.9262 -0.3519 -0.5029
*
```

Atom charges from the Löwdin analysis, given in e for atoms 1 to 6: -0.39 -0.25 -0.44 -0.40 -0.25 -0.09

***

DFT (wB97M-V/def2-TZVPD) results for a structure of composition C54H49IN4O2P4SSe2W at a distorted geometry.

- HOMO energy (eV) = -11.959
- HOMO-LUMO gap (eV) = 4.09
- max |F| (eV/Å) = 8.5
- LUMO level (eV) = -7.86

Structure (ORCA input):
```
! RIJCOSX wB97M-V def2-TZVPD def2/J DEFGRID3
* xyz 2 1
W 0.4435 0.5091 -0.3487
Se 5.5863 -1.7299 -1.6042
P 5.2280 0.2750 -0.9644
C 5.7924 1.5337 -2.1462
C 5.8801 2.8610 -1.7348
C 6.0866 3.8524 -2.6761
C 6.1857 3.5201 -4.0200
C 6.1359 2.1953 -4.4208
C 5.9330 1.1956 -3.4863
C 5.9335 0.5783 0.6787
C 5.2331 0.2359 1.8305
C 5.8584 0.3376 3.0594
C 7.1668 0.7867 3.1424
C 7.8662 1.1116 1.9921
C 7.2604 0.9935 0.7549
C 3.4650 0.6451 -1.0355
C 2.7747 1.8912 -0.9436
N 1.5327 1.6554 -1.5689
N 1.5375 0.3294 -2.0044
N 2.7260 -0.2399 -1.6917
P 2.4534 3.0168 0.4581
Se 0.3048 2.7726 0.9876
C 3.5330 2.9350 1.9143
C 3.0563 2.3478 3.0811
C 3.7839 2.4690 4.2497
C 4.9933 3.1473 4.2444
C 5.4884 3.6965 3.0714
C 4.7544 3.6056 1.9049
C 2.6986 4.6763 -0.2250
C 2.8225 5.7803 0.6136
C 3.1256 7.0138 0.0665
C 3.3040 7.1491 -1.3025
C 3.1289 6.0581 -2.1360
C 2.8151 4.8236 -1.6020
H 5.7776 3.1091 -0.6869
H 6.1562 4.8835 -2.3591
H 6.2906 4.3022 -4.7548
H 6.2397 1.9405 -5.4625
H 5.8672 0.1632 -3.8020
H 4.2065 -0.1018 1.7681
H 5.3285 0.0578 3.9552
H 7.6421 0.8761 4.1057
H 8.8913 1.4376 2.0575
H 7.8132 1.2163 -0.1473
H 2.1149 1.8121 3.0735
H 3.3953 2.0620 5.1704
H 5.5418 3.2751 5.1635
H 6.4335 4.2186 3.0719
H 5.1013 4.0875 1.0007
H 2.6944 5.6774 1.6824
H 3.2413 7.8739 0.7062
H 3.5920 8.1019 -1.7196
H 3.2477 6.1582 -3.2027
H 2.6725 3.9693 -2.2464
C -3.5598 -7.1383 0.9929
S -1.8600 -6.7345 1.4358
C -1.9477 -4.9094 1.4419
C -0.8464 -4.3307 2.3181
C -0.5699 -2.8513 2.0201
N -0.6248 -2.4704 0.6011
P -1.6800 -1.1828 0.1077
C -2.3063 -0.1169 1.4839
C -1.6528 0.2698 2.6577
C -2.1949 1.2642 3.4584
C -3.3869 1.8807 3.1135
C -4.0564 1.4893 1.9646
C -3.5157 0.5115 1.1539
C -3.1849 -2.1662 -0.2457
C -4.1060 -2.4873 0.7497
C -5.2016 -3.2723 0.4402
C -5.3906 -3.7325 -0.8526
C -4.4677 -3.4278 -1.8382
C -3.3656 -2.6483 -1.5365
P 0.8251 -2.1661 -0.3838
C 1.9724 -3.3892 0.2858
C 1.6113 -4.7326 0.3749
C 2.5431 -5.6649 0.7934
C 3.8315 -5.2633 1.1138
C 4.1796 -3.9233 1.0656
C 3.2482 -2.9848 0.6563
C 0.3371 -2.8756 -2.0201
C -0.2900 -1.9968 -2.9105
C -0.6557 -2.3971 -4.1846
C -0.3942 -3.6919 -4.6043
C 0.2584 -4.5613 -3.7476
C 0.6311 -4.1582 -2.4753
H -3.5800 -8.1819 0.6985
H -3.8880 -6.5125 0.1695
H -4.1932 -6.9903 1.8617
H -2.9373 -4.6249 1.7936
H -1.8361 -4.5768 0.4067
H 0.0681 -4.9088 2.1966
H -1.1313 -4.4047 3.3688
H 0.4052 -2.5879 2.4453
H -1.3364 -2.2587 2.5246
H -0.7238 -0.1837 2.9696
H -1.6809 1.5555 4.3630
H -3.7920 2.6635 3.7332
H -4.9858 1.9538 1.6729
H -4.0470 0.2214 0.2587
H -3.9745 -2.1179 1.7562
H -5.9220 -3.5124 1.2065
H -6.2661 -4.3130 -1.0930
H -4.6165 -3.7808 -2.8447
H -2.6484 -2.4107 -2.3072
H 0.6081 -5.0371 0.1189
H 2.2654 -6.7065 0.8532
H 4.5640 -5.9985 1.4059
H 5.1784 -3.6115 1.3285
H 3.4918 -1.9298 0.6121
H -0.4772 -0.9585 -2.6177
H -1.1303 -1.6911 -4.8473
H -0.6654 -4.0089 -5.5989
H 0.4789 -5.5655 -4.0728
H 1.1849 -4.8448 -1.8590
I -1.6892 1.6610 -1.7843
O 0.6192 -0.1023 1.3708
O 1.8627 0.3014 0.7917
*
```

Atom charges from the Löwdin analysis, given in e for atoms 1 to 6: 1.10 0.39 0.56 -0.35 -0.10 -0.07

***

Table of electronic energy (eV), in record order: -102658.9404; -6297.3121; -42012.7378; -19232.1818; -255440.5099